ORCA calculation (the ωB97M-V functional and the def2-TZVPD basis) on a molecular structure, C24H74N6O10 at a distorted geometry.

For the energy relative to the best compared isomer or geometry (same formula, charge and spin), the calculation gives 1009.9 kcal per mole. Its HOMO energy is -7.6 eV. The LUMO energy is -0.004 hartree. For the HOMO-LUMO gap, the calculation gives 7.48 eV.

```
114
Properties=species:S:1:pos:R:3:mulliken_charge:R:1
C 6.13724 -1.19755 3.81891 -0.82
H 6.70034 -0.26659 3.75301 0.32
N -3.19722 2.28634 -0.87982 -0.15
H 0.70197 2.24634 -4.24557 0.52
C -2.82277 1.37094 -3.13273 0.06
C 0.34940 -1.24818 3.72945 -1.85
H -3.02772 1.03854 -1.32652 -0.03
H -4.99092 2.09850 -3.28194 0.36
H 0.77450 -0.31236 -2.31318 1.93
H 1.84493 1.49902 2.76580 0.58
H -0.01182 -3.70266 -0.19534 0.34
H -2.74294 0.84087 -4.08181 0.58
O 5.38917 -1.49447 2.66877 -0.40
C -3.82363 1.57428 0.13593 -0.28
H -0.47765 -5.29791 2.23301 0.30
O -1.20244 2.81427 -0.35147 -0.47
H 3.51351 -1.41233 -1.04890 0.30
C 3.20095 0.00294 -2.24424 -1.10
C 4.13346 -1.20506 -0.17666 -1.64
H -2.13724 -0.52050 -0.00777 -0.09
C -0.92335 -5.65379 0.21990 0.44
H -1.37550 0.57140 3.00884 0.26
O 1.70980 1.91492 0.46937 -0.81
N -0.34968 1.28421 -0.34858 0.72
H -4.07878 2.68266 4.18506 0.26
H -0.74265 -2.43299 -2.17811 0.44
H -2.81797 -0.32203 -0.44410 2.03
C 1.05396 -0.46437 -1.27064 -1.66
H 1.84576 1.08752 -3.49947 0.47
O -1.80741 -4.01243 -1.38758 -0.37
H -3.35501 -0.27348 1.19459 0.54
H -3.85069 3.00322 -2.23396 0.31
O 4.02304 1.73361 -3.53462 -0.62
C -4.02551 2.56357 1.34834 -0.98
O 2.35382 0.16315 -1.08323 -0.79
H -2.36046 2.69469 -0.48846 1.00
H 2.74843 -0.01697 -3.23567 0.88
H 4.58667 -2.19370 -0.10404 0.51
H -0.19622 1.31153 4.16406 0.74
H 4.54342 1.57654 -4.32250 0.17
H -2.17019 -3.00668 -2.97719 0.22
N -3.07589 0.40817 -2.11419 -0.64
H 3.28307 1.13134 -3.61173 0.94
H 1.56808 2.18856 1.37561 0.49
H -1.20809 -1.98638 -0.11313 -0.88
C -0.01160 -0.12005 -0.24902 -0.45
H -4.79832 3.22252 0.95256 0.73
H 5.38929 0.24050 1.61272 0.47
H 6.80704 -2.03311 4.02209 0.26
H -1.98520 0.76029 0.74195 -0.43
H -1.13706 2.35393 -1.75869 0.89
H 4.00509 0.73828 -2.27126 0.99
H -2.23851 -1.88187 -1.49193 0.79
H 1.40818 2.45570 -2.64824 0.13
H 1.57049 -0.01434 -5.45877 0.27
C 4.65966 -0.31560 2.20137 -0.97
H -5.45974 3.63701 3.36020 0.32
H 2.99302 -0.29282 -5.02202 0.35
H 1.12780 -1.55043 -1.21474 -0.17
C -1.77650 -2.72860 -1.99955 -1.65
H -0.27791 -6.97702 1.76062 0.38
H -0.27082 -5.79300 -1.63956 0.31
H -3.23901 3.20960 1.73841 0.87
H 0.29059 -1.01497 4.79258 0.39
H -3.79074 3.27565 -3.90471 0.43
H -4.76309 1.22914 -0.29579 0.80
O -0.04755 2.20776 2.44947 -0.41
N -0.44409 -6.47083 -0.91110 -0.82
H -0.51026 1.51228 -1.31929 -1.20
H -2.16314 -0.00738 -1.99457 -0.90
H -1.42856 -3.62348 0.64874 0.32
H -1.88785 -6.13368 0.38581 0.43
H 3.75761 -0.93078 -2.16440 0.44
H -1.52938 3.45847 2.92428 0.64
C 0.63970 -0.07312 2.80057 1.14
N 2.80241 0.43086 0.81958 -0.41
H 2.39785 0.73134 1.69487 -0.64
O -4.82049 1.97985 2.37812 -0.43
H -5.56392 2.02720 4.18707 0.32
H 0.42951 -0.37725 1.77519 -0.27
C -1.00108 -4.16033 -0.19811 -0.72
C -0.37986 0.99612 3.13698 -1.29
C -4.96744 2.68400 3.55387 -0.84
H 0.38212 -0.48745 0.69866 0.01
H -0.75364 3.88688 1.32170 0.22
C -1.25008 -0.95635 -0.46720 -2.00
H 0.90616 -5.70463 1.24671 0.34
O -0.31113 1.09885 -3.02477 -0.60
H 2.89604 -1.49936 1.56260 0.22
N 1.99955 0.51715 2.94500 -0.29
H -1.21699 2.92687 -3.35704 0.56
H 1.13551 -2.00319 3.73974 0.44
H 0.53529 1.75502 -0.22506 1.26
H 2.10923 0.18674 0.12675 -0.44
H -3.72849 3.14455 -0.91631 0.26
H -0.59497 -1.76435 3.55672 0.38
H 4.90208 -0.53276 -0.55793 0.34
C -1.37905 2.02361 -2.76885 -0.88
H -0.91088 1.99373 0.04598 0.05
H -1.45231 -1.21182 -1.50737 1.25
C -1.10861 3.09849 1.98541 -0.88
H 2.09551 0.58945 3.94783 0.51
H -1.25234 -6.95847 -1.27028 0.30
H -0.40191 3.21398 -0.69150 0.43
H 5.46743 -1.09371 4.67254 0.31
C -2.93758 0.35112 0.40483 0.24
C -3.97489 2.48045 -3.18232 -1.40
C 0.97642 1.72278 -3.32979 -2.81
O 2.17028 0.09239 -4.72047 -0.49
C 3.60315 -0.78126 1.14734 0.91
H -1.90146 2.57813 1.44808 -0.75
H 4.33045 0.37481 2.97793 0.47
C -0.14090 -5.94872 1.42607 -1.51
H 2.33008 1.18860 0.53219 1.40
```